# C26H71N5O11PSn3

A structure of composition C26H71N5O11PSn3 (ωB97M-V/def2-TZVPD, the OMol25 dataset).

```
117
Properties=species:S:1:pos:R:3:forces:R:3:lowdin_spin:R:1
Sn -2.9015 26.3118 -7.7884 0.3 -2.8 -2.8 0.00
Sn -1.3619 23.6370 -4.1492 -1.9 -2.6 -1.6 0.00
Sn -5.7235 24.6570 -4.7270 0.1 -1.9 -3.0 0.00
P -3.5965 22.9369 -7.0544 -0.2 -0.8 0.0 0.00
O -3.8235 22.7043 -5.4843 -1.2 1.3 1.4 0.00
O -2.2156 23.6811 -6.9738 0.5 0.5 1.6 0.00
O -4.6209 23.9518 -7.5406 0.5 2.4 0.9 0.00
O -3.7789 21.6653 -7.8900 1.1 1.9 1.9 0.00
C -1.0933 18.7935 -7.2241 0.7 -0.1 0.5 0.00
C -1.0320 19.9763 -8.2188 0.9 -0.1 -0.9 0.00
C 0.2158 19.9876 -9.2256 -1.4 -1.0 1.0 0.00
O -2.2092 19.9431 -8.9644 -0.4 -1.3 -1.6 0.00
H -1.9024 18.8859 -6.4997 -0.5 0.2 -0.2 0.00
H -0.2305 18.6027 -6.5860 0.5 0.5 -0.1 0.00
H -1.2399 17.8054 -7.6604 -0.1 0.2 -0.8 0.00
H -1.0324 20.9630 -7.7556 0.3 0.1 0.9 0.00
H 0.0780 20.7212 -10.0200 0.0 0.3 0.3 0.00
H 0.2545 19.0331 -9.7506 0.0 -0.1 0.1 0.00
H 1.1525 20.1029 -8.6803 0.0 0.2 -0.1 0.00
H -2.9100 20.5222 -8.6559 0.4 0.4 0.5 0.00
C -7.0669 21.3396 -11.3993 0.1 -0.3 0.8 0.00
C -5.9087 20.8968 -10.4213 -0.9 -0.5 -0.1 0.00
C -5.4008 19.4940 -10.6800 -0.8 0.0 -1.3 0.00
O -4.8144 21.7515 -10.3753 0.3 1.5 -0.7 0.00
H -7.9833 21.0623 -10.8784 -0.2 -0.1 -0.1 0.00
H -7.1402 20.8843 -12.3869 0.6 -0.4 0.1 0.00
H -7.1855 22.4044 -11.6000 0.6 0.2 0.4 0.00
H -6.3545 20.8433 -9.4280 -0.3 0.5 0.5 0.00
H -5.2620 19.5025 -11.7611 0.2 -0.7 -0.1 0.00
H -6.1990 18.8028 -10.4095 0.1 -0.4 -0.2 0.00
H -4.4481 19.2099 -10.2332 -0.1 0.3 0.3 0.00
H -4.3785 21.5760 -9.5382 0.2 0.2 0.1 0.00
C -2.4608 18.5658 -3.2279 1.0 -0.2 1.8 0.00
C -2.9452 19.9560 -3.3820 -0.4 0.6 -0.1 0.00
C -2.8335 20.8873 -2.1410 -0.2 -0.9 0.5 0.00
O -3.3717 22.1983 -2.2701 -1.3 1.5 -1.4 0.00
C -4.8118 22.2178 -2.3127 0.5 -1.0 0.2 0.00
N -2.3494 20.6331 -4.4696 0.8 2.4 -1.6 0.00
H -1.4807 18.6637 -2.7611 0.2 -0.7 0.1 0.00
H -2.3379 17.9540 -4.1216 -0.3 0.4 -0.2 0.00
H -3.1554 18.0989 -2.5295 0.3 -0.5 0.0 0.00
H -3.9661 19.8185 -3.7383 -0.8 0.4 0.9 0.00
H -1.8724 21.2611 -1.7881 0.9 -1.5 -0.4 0.00
H -3.2922 20.3135 -1.3358 -0.2 0.4 0.5 0.00
H -5.1164 21.9173 -1.3102 -0.6 -0.3 -0.2 0.00
H -5.1650 21.5771 -3.1207 -0.2 -0.4 0.3 0.00
H -5.3062 23.1736 -2.4864 0.7 0.8 0.1 0.00
H -3.0822 21.2472 -4.7950 0.1 0.8 -0.2 0.00
H -2.2411 20.0630 -5.2963 0.9 -0.4 0.0 0.00
C -2.9083 26.4467 -11.8661 0.2 -0.3 -0.2 0.00
C -4.3703 25.9927 -11.6333 1.8 0.7 1.6 0.00
C -5.1014 25.4777 -12.8582 0.9 0.6 0.9 0.00
O -5.3433 26.5984 -13.6553 0.0 -0.6 0.9 0.00
C -6.0513 26.2876 -14.8486 0.5 0.9 0.5 0.00
N -4.3264 25.0317 -10.4647 -0.3 1.1 -0.4 0.00
H -2.1697 25.6453 -11.8848 -0.3 -0.5 -0.4 0.00
H -2.5046 27.0302 -11.0387 -0.4 0.5 0.4 0.00
H -2.7597 27.0434 -12.7661 -0.3 0.0 0.0 0.00
H -4.8614 26.8862 -11.2479 -0.5 0.0 -0.2 0.00
H -5.9902 24.9904 -12.4576 -0.5 -0.2 -0.5 0.00
H -4.4211 24.7579 -13.3135 -0.2 -0.4 -0.5 0.00
H -6.1009 27.2822 -15.2917 -0.2 -0.4 -0.7 0.00
H -7.0559 25.9415 -14.6059 0.0 -0.3 -0.2 0.00
H -5.4227 25.5833 -15.3935 -0.5 0.0 -0.5 0.00
H -3.9780 24.1436 -10.7965 0.7 -0.4 0.1 0.00
H -5.2726 24.7837 -10.2129 -0.3 0.2 0.3 0.00
C -6.3953 18.3894 -4.9652 0.4 -1.6 0.9 0.00
C -5.2956 18.9107 -5.9096 -0.4 1.6 1.4 0.01
C -5.1334 18.0105 -7.1346 0.4 0.9 2.2 0.05
O -4.6487 16.7637 -6.5183 0.4 -1.1 -3.3 0.69
C -4.1637 15.7518 -7.5077 -0.4 -0.2 0.9 0.09
N -5.5875 20.3080 -6.3193 -0.2 -0.7 -1.2 0.04
H -7.1530 17.7342 -5.3951 -0.4 0.8 -0.9 0.00
H -6.8709 19.0551 -4.2449 0.1 0.6 -0.7 0.00
H -6.0406 17.6157 -4.2843 0.9 0.0 0.2 0.00
H -4.3196 18.9355 -5.4248 0.1 -0.5 0.4 0.00
H -4.3401 18.3936 -7.7765 -0.2 -0.3 -0.7 0.01
H -6.1597 18.0046 -7.5018 0.0 -1.0 -0.9 0.03
H -3.7266 14.8679 -7.0432 -0.4 0.4 0.7 0.00
H -3.4904 16.0069 -8.3260 0.4 1.4 0.2 0.03
H -5.0177 15.4975 -8.1356 -0.8 -0.1 0.2 0.05
H -4.9774 20.5556 -7.0852 -0.1 -0.3 -1.0 0.00
H -5.2345 21.0567 -5.7404 -0.2 -0.5 1.4 0.00
C -9.2472 23.9289 -8.5195 0.0 -1.2 -1.6 0.00
C -7.7828 24.4355 -8.4398 -1.9 0.2 0.7 0.00
C -7.8262 25.8472 -7.9163 0.3 0.0 1.3 0.00
O -6.5829 26.6250 -7.8542 -1.0 -1.4 0.6 0.00
C -6.9404 27.9068 -8.2694 0.3 1.5 -2.7 0.00
N -7.1507 23.5883 -7.4869 2.0 -1.0 1.5 0.00
H -9.9307 23.9812 -7.6720 0.4 1.1 0.3 0.00
H -9.2377 22.8429 -8.6126 0.5 -0.3 -0.2 0.00
H -9.7443 24.1969 -9.4518 -0.1 0.6 0.2 0.00
H -7.1614 24.3159 -9.3273 -0.6 0.3 -0.7 0.00
H -8.0813 25.7025 -6.8665 -0.4 0.0 0.3 0.00
H -8.6815 26.3854 -8.3250 0.5 0.3 -0.5 0.00
H -6.0956 28.5952 -8.2932 0.0 0.0 0.8 0.00
H -7.8671 28.3671 -7.9269 0.3 -0.2 1.1 0.00
H -7.1485 27.8122 -9.3351 -0.1 0.1 -0.4 0.00
H -6.1600 23.6099 -7.6823 0.6 0.7 0.4 0.00
H -7.2442 22.6130 -7.7323 -1.2 -0.7 0.5 0.00
C 0.6056 24.6125 -10.6696 2.2 0.4 0.1 0.00
C 0.1029 24.3894 -9.2827 -0.7 -1.7 -0.3 0.00
C 0.4564 25.4327 -8.2591 0.8 1.3 -0.1 0.00
O -0.0936 26.7492 -8.5291 -1.5 -1.6 1.3 0.00
C 0.7830 27.7635 -8.9459 0.2 1.0 -1.7 0.00
N -1.3022 24.1180 -9.3363 -3.0 0.9 0.6 0.00
H 1.6814 24.4824 -10.5515 0.4 0.1 -0.3 0.00
H 0.5298 25.6412 -11.0219 -0.7 -0.2 -0.3 0.00
H 0.3487 23.8167 -11.3687 -0.5 0.4 0.0 0.00
H 0.4410 23.3943 -8.9938 1.4 0.2 0.6 0.00
H 1.5331 25.5872 -8.1893 0.2 -0.4 -0.1 0.00
H 0.1437 25.1883 -7.2439 -0.3 -0.4 0.1 0.00
H 1.8128 27.7655 -8.5888 -0.2 -0.4 0.9 0.00
H 0.2825 28.7102 -8.7426 0.3 0.0 0.1 0.00
H 0.9014 27.6663 -10.0250 -0.1 0.3 -0.2 0.00
H -1.5454 23.2233 -9.7368 0.3 0.0 -1.9 0.00
H -1.7086 23.7951 -8.4699 1.0 0.8 0.9 0.00
```
Forces are in eV/Å.

2S+1   2
Frontier orbital gap (spin up / spin down)   2.9564 / 2.7020 eV
Total charge   +4
Total energy   -3117.088067 a.u.
Highest occupied orbital energy (spin up / spin down)   -16.78 / -16.78 eV
LUMO level (spin up / spin down)   -13.8 / -14.1 eV